{"formula": "C22H21N3O", "method": "ωB97M-V with the def2-TZVPD basis set", "elements": ["C", "H", "C", "C", "C", "H", "O", "H", "C", "C", "C", "H", "H", "C", "C", "N", "C", "C", "N", "C", "H", "H", "H", "H", "C", "H", "H", "C", "C", "H", "H", "H", "C", "C", "H", "H", "N", "C", "H", "H", "H", "C", "H", "C", "H", "C", "C"], "xyz": [[-5.35, 4.33, -0.45], [1.41, -4.47, 0.86], [3.05, -2.12, 0.77], [2.83, -1.65, -1.56], [-5.70, 3.40, 0.53], [4.51, -0.70, -2.49], [-1.21, -1.01, -0.90], [2.66, -2.51, 1.70], [-1.67, -0.72, 1.43], [-2.42, 1.50, 0.51], [-0.92, -1.27, 0.26], [1.56, -4.77, -0.87], [-0.04, -4.70, -0.12], [-3.22, 3.32, -0.63], [-1.72, -1.56, 2.55], [-1.71, -2.26, 3.47], [2.30, -2.17, -0.39], [-2.39, 0.43, 1.45], [-1.93, 3.05, -1.02], [4.86, -1.05, -0.41], [4.90, -1.53, 1.68], [-5.12, 1.69, 1.69], [-6.68, 3.45, 0.97], [0.25, -2.31, 1.57], [-0.04, 1.56, -0.56], [6.98, -1.27, -0.48], [0.38, 1.15, 0.36], [0.91, -2.78, -0.38], [0.96, -4.28, -0.11], [-3.04, 0.58, 2.31], [0.43, -2.59, -1.35], [-1.42, 3.58, -1.71], [6.25, -0.47, -0.42], [4.10, -1.10, -1.57], [0.57, 2.41, -0.88], [6.39, 0.19, -1.27], [0.07, -2.11, 0.60], [-4.10, 4.30, -1.04], [-6.07, 5.08, -0.74], [6.44, 0.09, 0.50], [-3.83, 5.02, -1.80], [4.32, -1.56, 0.76], [2.26, -1.68, -2.47], [-3.56, 2.37, 0.36], [0.01, 0.78, -1.32], [-1.44, 1.97, -0.35], [-4.82, 2.41, 0.94]], "spin_multiplicity": 1, "e_homo_ev": -7.9287, "homo_lumo_gap_ev": 8.0, "smiles": "Cc1ccc([C@@H](C)NC(=O)/C(C#N)=C\\c2c(C)[nH]c3ccccc23)cc1", "energy_ev": -29673.4555, "relative_energy_kcal_mol": 14.94}